[1]
Here is a gas-phase ion, CH6N3OS (charge +1) at a distorted geometry from the Open Molecules 2025 dataset. Energies are from wB97M-V/def2-TZVPD.

Frontier orbital gap in eV: 10.399
Total charge: +1
HOMO energy in eV: -15.0
DFT total energy in eV: -18479.484

The geometry in XYZ format:
```
12
Properties=species:S:1:pos:R:3:lowdin_charge:R:1
C -1.25 1.11 -0.29 -0.32
N -1.77 0.64 0.83 0.18
N 2.01 -0.78 -1.04 -0.16
N 0.68 -0.87 1.20 -0.27
O -0.37 0.57 -0.96 -0.14
S 0.63 -1.14 -0.27 1.08
H -2.48 1.15 1.33 0.14
H -1.43 -0.24 1.22 0.09
H 2.00 -0.86 -2.05 0.08
H 2.74 -0.19 -0.68 0.10
H -1.64 2.07 -0.63 0.16
H 1.42 -0.44 1.73 0.05
```

[2]
Here is 3 unconnected molecules or ions with the total composition C13H22BrN4O4 at a distorted geometry from the Open Molecules 2025 dataset. Energies are from wB97M-V/def2-TZVPD.

Frontier orbital gap in eV: 8.619
Total charge: +1
HOMO energy in eV: -12.0
DFT total energy in eV: -98023.898

The geometry in XYZ format:
```
44
Properties=species:S:1:pos:R:3:lowdin_charge:R:1
C 1.02 -0.66 1.19 -0.09
C 0.96 -0.21 -0.32 -0.25
C -0.33 0.68 -0.53 -0.61
Br 0.01 2.42 0.26 0.86
N -1.52 -0.05 -0.05 -0.01
N -1.73 -1.34 -0.40 0.13
C -2.89 -1.77 0.10 -0.04
N -3.49 -0.80 0.83 0.18
C -2.62 0.24 0.69 -0.36
N -2.88 1.43 1.26 0.15
H 0.39 -0.02 1.84 0.06
H 2.07 -0.57 1.52 0.09
H 0.68 -1.73 1.21 0.06
H 1.82 0.46 -0.51 0.10
H 0.99 -1.05 -1.05 0.11
H -0.43 0.81 -1.63 0.12
H -1.12 -1.94 -0.96 0.19
H -3.32 -2.77 -0.04 0.16
H -3.78 1.89 1.14 0.13
H -2.22 1.89 1.87 0.08
O 0.30 -4.85 0.35 0.10
C 0.76 -4.85 1.46 -0.49
O 1.29 -3.75 2.04 -0.01
C 1.86 -4.10 3.32 -0.15
C 1.15 -5.37 3.73 -0.15
C 0.88 -6.04 2.39 -0.07
H 2.93 -4.24 3.20 0.13
H 1.69 -3.29 4.03 0.13
H 1.73 -5.99 4.42 0.12
H 0.20 -5.13 4.22 0.12
H 1.72 -6.66 2.06 0.14
H -0.04 -6.62 2.40 0.13
O 0.37 7.84 -4.05 0.14
C 0.30 6.73 -3.63 -0.48
O -0.42 6.39 -2.52 0.03
C -0.21 5.00 -2.22 -0.21
C 0.26 4.37 -3.52 -0.17
C 1.01 5.52 -4.18 -0.07
H 0.55 4.94 -1.43 0.10
H -1.14 4.56 -1.86 0.10
H 0.86 3.47 -3.37 0.11
H -0.61 4.10 -4.13 0.12
H 2.06 5.55 -3.87 0.13
H 0.94 5.48 -5.26 0.13
```

[3]
Here is a molecular structure, C29H29CoN3O5S at a distorted geometry from the Open Molecules 2025 dataset. Energies are from wB97M-V/def2-TZVPD.

Frontier orbital gap in eV: 7.630
Total charge: +1
HOMO energy in eV: -10.9
DFT total energy in eV: -93707.315

The geometry in XYZ format:
```
68
Properties=species:S:1:pos:R:3:lowdin_charge:R:1
Co -0.27 -2.11 0.40 0.56
C -2.40 -1.28 2.79 0.02
C -1.10 -1.87 3.22 -0.39
C -0.75 -1.88 4.67 0.02
O -0.27 -2.32 2.41 -0.01
H -3.12 -1.25 3.60 0.10
H -2.80 -1.80 1.92 0.09
H -2.19 -0.26 2.45 0.09
H -1.63 -1.95 5.30 0.09
H -0.26 -0.93 4.88 0.11
H -0.04 -2.68 4.89 0.10
N 6.68 -0.48 -0.57 0.17
C 5.60 -0.83 -0.38 -0.18
C 4.24 -1.24 -0.17 -0.23
C 3.73 -1.31 1.12 -0.01
C 2.39 -1.63 1.32 -0.07
C 1.58 -1.88 0.23 -0.20
C 2.09 -1.84 -1.06 -0.07
C 3.42 -1.52 -1.27 -0.01
H 4.37 -1.08 1.96 0.13
H 1.98 -1.65 2.32 0.11
H 1.44 -2.05 -1.91 0.11
H 3.83 -1.48 -2.27 0.13
O -4.14 0.58 -1.61 0.10
C -3.21 0.49 -2.56 -0.27
C -3.31 1.37 -3.65 -0.02
C -2.36 1.35 -4.64 -0.06
C -1.28 0.46 -4.59 -0.08
C -1.18 -0.41 -3.53 -0.03
C -2.13 -0.41 -2.51 -0.10
C -2.00 -1.32 -1.36 -0.53
O -2.81 -1.33 -0.43 0.04
O -0.97 -2.15 -1.35 -0.11
H -3.92 -0.09 -0.93 0.08
H -4.15 2.05 -3.68 0.13
H -2.45 2.03 -5.48 0.11
H -0.54 0.45 -5.38 0.11
H -0.36 -1.12 -3.47 0.11
O -0.47 -0.21 0.68 -0.51
S 0.09 0.78 -0.38 1.15
C 1.47 1.56 0.43 -0.37
C 1.45 1.82 1.79 -0.07
C 2.57 2.39 2.37 -0.05
C 3.69 2.69 1.60 -0.05
C 3.69 2.43 0.24 -0.05
C 2.57 1.86 -0.36 -0.07
C -1.10 2.08 -0.39 -0.36
C -1.86 2.38 0.73 -0.06
C -2.78 3.42 0.65 -0.05
C -2.91 4.14 -0.53 -0.05
C -2.15 3.83 -1.64 -0.05
C -1.23 2.78 -1.58 -0.08
H 0.58 1.56 2.39 0.11
H 2.58 2.59 3.44 0.11
H 4.56 3.13 2.06 0.12
H 4.56 2.66 -0.36 0.12
H 2.56 1.63 -1.42 0.12
H -1.75 1.81 1.64 0.10
H -3.39 3.66 1.51 0.11
H -3.64 4.94 -0.59 0.12
H -2.27 4.38 -2.56 0.12
H -0.65 2.50 -2.45 0.12
N 1.11 -4.70 0.29 0.03
N -0.16 -4.05 0.19 -0.06
H 0.99 -5.70 0.32 0.10
H 1.56 -4.40 1.14 0.08
H -0.84 -4.43 0.86 0.13
H -0.53 -4.20 -0.74 0.12
```

[4]
Here is 2 unconnected molecules or ions with the total composition CH5NO2S at a distorted geometry from the Open Molecules 2025 dataset. Energies are from wB97M-V/def2-TZVPD.

Frontier orbital gap (alpha / beta) in eV: 9.658 / 8.271
HOMO energy (alpha / beta) in eV: -11.3 / -9.2
DFT total energy in eV: -17534.309

The geometry in XYZ format:
```
10
Properties=species:S:1:pos:R:3:lowdin_charge:R:1
C 0.67 1.45 0.25 -0.07
N -2.04 -1.02 -0.67 0.06
O 1.41 -0.84 -1.12 -0.38
O 1.38 -0.98 1.34 -0.39
S 0.78 -0.49 0.12 0.74
H 0.90 1.62 -0.75 0.02
H -0.23 1.79 0.58 0.01
H 1.38 1.58 1.09 0.07
H -2.51 -1.19 0.22 -0.03
H -1.74 -1.92 -1.06 -0.03
```